C25H31BGeN6PSe2Ti as an isolated structure at a distorted geometry. Source: OMol25; level of theory: ωB97M-V with the def2-TZVPD basis set.

XYZ file:
```
68
Properties=species:S:1:pos:R:3
H 4.032 0.254 3.862
Se -0.357 -1.917 -0.806
C 1.552 -0.027 1.531
B -3.028 1.574 1.641
C 3.088 0.599 4.290
C 2.327 -1.524 -2.559
H -0.926 0.110 4.190
N -1.795 2.433 2.046
Ti -0.276 0.376 0.568
H 1.297 -3.043 -3.683
N -3.103 1.580 0.091
H -1.527 1.565 -2.669
C -4.054 2.109 -0.692
Ge 1.548 -0.289 3.470
H -1.824 -0.147 -7.181
N -0.557 2.118 1.586
H 0.837 -2.551 4.484
H 3.352 -4.311 -4.194
Se 1.214 1.365 -1.493
C 2.256 -2.694 -3.316
H 1.307 3.048 1.739
H -0.060 4.941 3.184
C -1.392 -0.970 -3.919
C -2.019 -0.822 -5.155
C 0.056 0.486 4.478
H 5.537 -3.527 -3.335
H 3.015 1.680 4.142
C -0.014 0.149 -6.060
H 3.098 0.402 5.367
H -0.895 -2.424 2.241
C 3.552 -1.085 -2.075
H -4.515 -0.325 3.240
N -2.790 0.127 2.142
H 0.213 0.263 5.537
H -3.045 -1.144 -5.278
C -2.269 1.671 -1.893
C 4.636 -2.966 -3.116
C -2.898 -1.874 3.068
C -3.567 2.186 -1.980
H -5.004 2.405 -0.274
C -1.707 -1.727 2.370
H 5.663 -1.468 -1.975
N -1.987 1.306 -0.647
H 0.062 1.573 4.358
C 0.608 0.009 -4.831
H -4.069 2.561 -2.856
H 2.599 -2.432 4.361
H 1.998 -0.923 1.096
C 0.260 3.091 1.992
C -1.746 3.583 2.722
C 4.707 -1.810 -2.354
H 1.640 -2.776 2.915
C 3.408 -3.408 -3.599
H 2.250 0.794 1.341
H 3.596 -0.178 -1.486
P 0.784 -0.652 -2.146
C 1.660 -2.210 3.849
H 1.632 0.341 -4.701
H -2.644 4.000 3.152
C -3.553 -0.665 2.891
H -1.923 -1.401 -3.082
C -1.334 -0.264 -6.222
H -3.236 -2.732 3.625
N -1.639 -0.513 1.812
C -0.442 4.046 2.721
H 0.525 0.583 -6.893
C -0.078 -0.556 -3.753
H -4.035 2.026 2.121
```

Results
Maximum force   0.0424 hartree/bohr
E_tot   -9395.44664 a.u.
Multiplicity   2
E_LUMO (alpha / beta)   0.5 / 0.5 eV
Relative energy (zero: lowest compared OMol25 entry of this formula, charge and spin)   0.361 eV
Frontier orbital gap (alpha / beta)   8.04 / 8.42 eV

C25H31BrIN2STi as an isolated structure at a distorted geometry. Source: OMol25; level of theory: ωB97M-V with the def2-TZVPD basis set.

XYZ file:
```
62
Properties=species:S:1:pos:R:3
H -3.236 -1.804 0.005
C 2.582 -1.429 3.243
H 2.969 -2.354 3.726
H -0.831 1.574 -2.481
C -0.421 -2.549 0.378
Br -4.580 0.166 2.504
H -0.569 -3.341 -2.200
H 3.521 -0.888 2.873
H 0.860 3.891 -1.965
C -2.953 -2.841 0.295
C -1.574 -3.258 -0.277
H 0.265 2.305 -3.732
C 0.795 -3.183 0.428
H 2.662 2.668 -3.304
H 0.258 0.637 -3.509
C -7.025 3.745 0.773
H -5.138 4.507 -0.012
C 2.635 1.772 -2.607
N 3.857 -0.419 0.172
H -1.509 -4.335 -0.087
C 1.797 -2.813 1.329
H 6.004 -1.797 -2.011
I -2.828 2.304 0.546
H 2.777 0.836 -3.196
H 0.496 0.180 2.327
C -0.497 -1.300 1.022
H -3.036 -2.956 1.394
N 1.247 0.687 -0.954
H -1.408 -0.726 0.880
C 5.653 -1.106 -1.215
H -1.635 -1.937 -1.903
C 6.012 0.518 0.589
H 1.910 3.421 -0.587
H 2.690 -3.395 1.398
H -8.679 2.854 1.754
C 1.303 1.753 -1.896
C 1.627 -1.698 2.173
C 4.266 -1.074 -0.949
C -6.885 1.732 2.076
C 0.561 -0.849 1.872
H 0.209 3.000 -0.531
C -7.630 2.786 1.566
Ti 1.808 -0.709 -0.232
C -4.891 2.599 0.970
H 7.541 -0.155 -0.788
C 6.477 -0.265 -0.495
C -1.547 -3.001 -1.786
S 3.053 -1.692 -2.074
C 1.066 3.076 -1.215
H 3.462 1.891 -1.890
C -5.668 3.665 0.516
H 2.129 -0.851 4.090
C 4.677 0.435 0.904
H 6.645 1.218 1.118
H -7.318 0.992 2.731
H -7.618 4.560 0.328
H 4.145 0.991 1.635
H 0.933 -4.047 -0.175
H -3.689 -3.605 -0.068
C 0.174 1.553 -2.927
C -5.531 1.640 1.765
H -2.373 -3.577 -2.313
```

Results
Maximum force   0.0554 hartree/bohr
E_tot   -5199.92357 a.u.
E_LUMO   -3.5 eV
Relative energy (zero: lowest compared OMol25 entry of this formula, charge and spin)   0.140 eV
Net charge   +1
Frontier orbital gap   7.63 eV

C25H31Cl2NO4Os as an isolated structure at a distorted geometry. Source: OMol25; level of theory: ωB97M-V with the def2-TZVPD basis set.

XYZ file:
```
64
Properties=species:S:1:pos:R:3
H -2.503 2.410 -3.568
H 2.488 1.098 4.934
C 0.633 -1.222 3.288
H 1.304 2.597 -3.866
H 1.268 -2.909 -3.669
H 2.273 0.207 -5.368
Os 0.085 -0.105 -1.920
H -0.031 -3.020 2.311
C 2.968 -0.683 3.077
C -3.056 1.333 5.175
C -1.497 -0.830 -3.810
H -1.612 3.369 2.853
H 4.032 1.168 2.725
H -1.193 -1.862 3.906
C -2.385 0.154 4.885
O -0.862 2.177 0.867
H 5.039 -0.279 2.831
C -2.747 2.508 4.479
H -3.821 1.346 5.948
Cl 1.752 1.414 -1.388
N -0.663 -1.022 3.733
H -0.825 1.805 -0.351
H -2.567 -0.752 5.467
C -1.260 1.262 3.018
H 2.574 -1.192 -4.304
C -0.135 -1.309 -3.814
C 0.832 -2.397 2.546
H -0.413 -3.380 -3.412
H 2.764 0.454 -3.669
C 0.245 -2.735 -3.997
H -3.547 0.976 -3.562
C -0.729 1.117 1.597
H -3.028 -2.037 -4.729
H 0.163 -3.026 -5.053
H 0.370 2.543 -5.378
H 1.228 1.731 3.883
H 4.177 -2.117 2.030
H -2.539 -2.557 -3.113
H -1.203 -1.146 -0.239
H -2.937 1.617 -5.093
H 0.803 0.711 5.264
C 4.160 0.217 3.250
C -1.412 0.135 3.867
Cl 1.817 -1.484 -1.319
C 1.705 -0.360 3.600
O -1.035 -1.564 -1.122
C 2.098 -2.730 2.101
C 1.533 0.851 4.462
C 2.179 -0.177 -4.346
O -0.328 0.000 1.199
H -3.541 -1.111 -3.310
C 0.323 2.393 -4.293
C -1.479 0.573 -3.945
C 3.168 -1.872 2.373
H 2.253 -3.649 1.538
C -2.676 1.438 -4.039
C -2.711 -1.678 -3.740
C -1.846 2.468 3.415
C -0.113 1.009 -4.005
H -0.385 3.107 -3.868
C 0.736 -0.159 -3.978
H -3.236 3.450 4.733
H 4.383 0.442 4.296
O -1.037 1.283 -1.380
```

Results
Maximum force   0.0988 hartree/bohr
E_tot   -2337.99821 a.u.
Multiplicity   5
E_LUMO (alpha / beta)   4.7 / 4.7 eV
Net charge   -2
Frontier orbital gap (alpha / beta)   3.49 / 5.87 eV